i.
{"formula": "C2H5NO", "method": "wB97M-V/def2-TZVPD", "e_lumo_ev": [0.24, -0.55], "symbols": ["C", "C", "N", "O", "H", "H", "H", "H", "H"], "positions_angstrom": [[1.11164, -1.28063, 0.05937], [-1.60955, 1.02503, -0.07455], [1.14413, -0.04479, 0.05828], [1.91487, 0.87820, 0.14983], [2.03996, -1.98861, -0.06102], [0.21960, -1.94675, 0.05026], [-1.29724, 1.99389, -0.30502], [-2.48391, 0.68356, -0.68778], [-1.03951, 0.68010, 0.81062]], "lowdin_charge": [-0.05, 0.07, -0.20, 0.04, 0.11, 0.08, -0.05, 0.01, -0.01]}

ii.
{"formula": "C2H5NO", "method": "wB97M-V/def2-TZVPD", "e_lumo_ev": 0.71, "symbols": ["C", "C", "N", "O", "H", "H", "H", "H", "H"], "positions_angstrom": [[0.27132, -0.78678, 0.15088], [-0.24539, 0.60450, 0.34143], [-0.01065, -1.77229, -0.77850], [-0.24219, -1.97365, 0.60198], [2.04916, -1.15403, 0.21725], [-1.24055, 0.44364, 0.83649], [-0.36362, 0.88225, -0.78330], [0.42752, 1.26696, 0.86163], [-0.90418, -1.65488, -1.23436]], "lowdin_charge": [-0.48, -0.04, 0.01, -0.06, 0.19, 0.10, 0.12, 0.07, 0.10]}

Out of the structures above, which one is the least stable? Solution: ii.